[1]
The following is a quantum chemistry calculation of a single C16H21ClFN3O2 molecule, from OMol25.

XYZ file:
```
44
Properties=species:S:1:pos:R:3:forces:R:3
H -1.064 -4.079 -0.132 -0.0585 -0.0562 0.0898
H -1.436 2.929 -1.399 -0.0581 0.0680 -0.0441
C -0.599 -3.648 -1.015 0.0156 0.3224 -0.0147
H 0.929 -1.805 0.452 0.0121 0.1090 0.1369
C -2.457 -0.369 -1.635 0.2304 -0.2248 0.2105
C 2.999 1.053 -0.073 -0.0751 0.0674 -0.0214
H -0.992 4.023 0.792 0.0960 -0.0593 0.0346
O -0.653 -0.744 2.270 0.0359 0.1621 0.7103
H -0.209 -1.700 -1.856 -0.1357 0.0153 0.0414
C 3.627 -1.039 1.650 0.1500 0.0550 -0.2069
H -0.592 0.514 -0.942 0.1349 -0.0150 -0.0386
H -0.896 2.909 2.171 0.0138 0.0541 0.0295
H -2.968 -0.905 1.063 0.1531 0.0554 0.1306
C -2.121 -1.605 -0.784 -0.2725 0.1537 -0.4717
N -0.027 -1.594 0.224 0.0970 -0.0948 -0.1994
Cl 5.223 0.718 -1.564 0.0471 -0.0261 -0.0113
C -0.918 -1.188 1.169 0.0671 -0.0136 -0.1303
H -2.845 -2.393 -1.023 0.1708 0.0216 -0.0348
F 5.599 -1.437 0.426 -0.1350 0.1377 -0.0096
O 1.006 3.047 -0.384 0.1760 0.1456 -0.3635
H -2.554 -0.706 -2.668 -0.0940 -0.0152 -0.0468
H -2.053 1.175 0.936 -0.0891 -0.0334 0.0662
C 2.467 -0.315 1.839 0.0173 0.1439 -0.0326
H 1.797 -0.565 2.647 -0.0577 -0.0227 0.0764
H -1.110 -4.016 -1.900 -0.0491 -0.0871 -0.1185
C 0.452 2.500 0.545 -0.2907 0.0758 0.5121
H -3.044 2.223 -1.425 -0.0077 0.0273 -0.0433
H 3.892 -1.851 2.308 0.0445 -0.0805 0.0625
C -2.036 2.099 -1.024 0.0694 -0.0521 0.0081
C -2.065 2.177 0.509 -0.0335 0.1687 -0.1088
C 4.473 -0.718 0.603 0.0245 0.0256 -0.1154
H 2.760 1.866 -0.738 0.0216 -0.0035 -0.0252
H 0.370 0.990 1.928 -0.0204 0.1113 -0.1704
H -1.056 0.981 -2.563 0.0850 -0.0446 0.0186
H -3.442 -0.015 -1.321 -0.1068 -0.0155 -0.0552
C 2.140 0.736 0.977 0.4801 -0.1580 -0.2019
C -1.444 0.791 -1.561 -0.1675 0.1562 -0.0923
N -2.162 -1.328 0.635 -0.2805 -0.1502 -0.0172
C -0.674 -2.123 -0.959 -0.0211 -0.3793 -0.1409
N 0.952 1.419 1.213 -0.2461 -0.0435 0.3123
C -0.886 2.977 1.082 -0.1070 -0.0368 -0.0852
H 0.439 -3.970 -1.055 0.0971 -0.0872 -0.0096
H -2.985 2.664 0.841 0.0187 -0.0588 0.0774
C 4.164 0.326 -0.259 0.0482 -0.3180 0.2922
```
Forces are in eV/Å.

Properties
DFT total energy   -40740.298 eV
SMILES string   C[C@@H]1NC(=O)N[C@H]1CCCCCC(=O)Nc1ccc(F)c(Cl)c1
HOMO-LUMO gap   9.068 eV
Highest occupied orbital energy   -8.4 eV

---

[2]
The following is a quantum chemistry calculation of a molecular structure, H5N2O2P, from OMol25.

XYZ file:
```
10
Properties=species:S:1:pos:R:3:forces:R:3
H -0.290 -2.010 1.173 -0.8166 -1.6378 1.9010
H 1.087 1.670 -1.844 -1.7695 -2.6150 1.2020
N 0.770 0.724 -1.387 3.2571 1.3810 -1.5634
P -0.837 -0.421 0.164 0.1997 -1.5289 -0.3078
H 0.184 1.309 1.878 -0.0749 -1.0131 -0.7473
O -2.013 -0.792 0.954 -0.8164 0.8329 -0.4709
O 0.210 -1.628 0.490 1.0103 2.2362 -2.2042
H 0.095 0.703 1.370 0.5764 1.5369 1.3036
H 1.341 -0.071 -1.762 -1.2588 1.0147 0.4905
N -0.546 0.515 -1.038 -0.3074 -0.2070 0.3965
```
Forces are in eV/Å.

Properties
DFT total energy   -16442.578 eV
HOMO-LUMO gap (spin up / spin down)   8.640 / 8.641 eV
Highest occupied orbital energy (spin up / spin down)   -8.6 / -8.6 eV

---

[3]
The following is a quantum chemistry calculation of a gas-phase ion, C4H10N3 (charge +1), from OMol25.

XYZ file:
```
17
Properties=species:S:1:pos:R:3:forces:R:3
H 3.201 0.358 0.633 -1.0200 0.2127 -0.2075
H -4.079 0.131 -0.812 0.4007 0.3479 1.9132
N -2.289 0.389 0.053 0.6887 -0.5612 -0.0100
C 2.263 0.929 0.374 1.7413 -1.3136 -2.6401
N -0.505 -1.120 0.163 0.8972 -1.8696 -1.0454
H 2.662 1.875 -0.036 -0.7689 -0.2937 0.2261
C 0.975 -1.271 -0.170 0.5688 4.9396 0.1865
N 1.389 0.229 -0.667 0.0445 -2.3073 3.1246
C -1.111 0.043 -0.159 3.1987 1.2079 1.4409
H -0.271 0.815 -0.354 -1.1563 -0.8588 -0.0270
H 1.636 -1.323 0.704 -0.9146 -0.5222 0.3272
C -3.540 0.659 0.069 -4.0597 -0.2635 -1.2470
H 1.859 0.177 -1.517 0.9434 -0.2592 -1.8436
H -1.006 -1.991 0.452 0.2718 1.1287 -0.4899
H 1.669 1.028 1.214 -0.9903 0.6492 1.8404
H 1.268 -2.055 -0.837 -0.5864 -0.3652 -0.6909
H -4.118 1.127 0.890 0.7411 0.1282 -0.8577
```
Forces are in eV/Å.

Properties
DFT total energy   -8767.440 eV
Charge   +1
<S²>   2.02
HOMO-LUMO gap (spin up / spin down)   7.478 / 5.884 eV
Highest occupied orbital energy (spin up / spin down)   -10.7 / -13.7 eV
2S+1   3

---

[4]
The following is a quantum chemistry calculation of a molecular structure, C13H14CdN2OPS3SbSe2, from OMol25.

XYZ file:
```
38
Properties=species:S:1:pos:R:3:forces:R:3
H 4.127 0.717 -2.733 -0.4407 -0.5139 -0.0301
H -1.783 3.268 -3.174 -0.7536 -0.8394 0.4703
C 2.755 -0.935 -3.248 1.5247 0.0706 -0.2795
H 0.303 -2.053 -1.245 -1.1078 -0.4438 0.5073
Se 1.193 2.104 1.147 -0.4463 0.4851 0.1243
S -6.731 0.464 3.746 -0.0883 0.1435 -0.4971
P 0.832 0.055 0.763 -1.2928 0.8242 1.1731
C 1.705 -0.813 2.101 1.1939 0.5109 0.8445
C 3.120 -2.163 4.092 -1.0067 0.6507 -1.1797
S -4.028 2.646 2.340 -0.7932 -0.4907 -0.5048
H 4.312 -2.819 2.370 0.9814 -0.6416 0.3958
C 1.722 -1.723 -2.792 -1.2649 -0.0335 0.3505
H 3.152 -1.524 0.718 0.0913 -0.3388 0.5485
C 1.385 -0.601 3.492 -0.7240 -0.3590 -2.1505
H 1.655 -1.304 5.475 0.2480 0.0210 0.1461
Se -1.145 -0.938 1.002 -0.1378 0.5953 -0.2971
C 1.482 -0.296 -0.886 -0.5903 -1.2555 0.8833
Cd -3.122 0.933 0.735 0.5364 -0.1698 0.2457
H -4.965 1.633 -3.622 0.3701 0.3399 0.4963
H -5.017 1.096 -2.005 0.1315 0.3899 0.2793
C -3.377 2.152 -2.434 1.9538 -0.2703 3.3401
C 2.854 -1.515 1.776 -1.1347 -0.2039 -0.3418
N -2.639 2.748 -3.401 0.7123 1.2211 -1.5555
H 3.668 -2.636 4.853 0.5633 -0.8442 0.7708
C 1.029 -1.385 -1.601 2.0590 -0.1391 -1.5978
O -2.857 1.968 -1.279 -0.5492 0.7967 -2.8061
N -4.632 1.780 -2.667 -1.3474 -0.9047 -1.2243
C 3.262 0.098 -2.449 -0.3560 0.2808 -0.6526
S -5.360 -0.031 0.093 -0.5865 0.2133 0.4829
C 2.574 0.413 -1.305 1.2693 1.4753 0.6469
C 3.513 -2.242 2.756 -0.3117 0.6957 0.4167
C 2.005 -1.372 4.455 0.6427 0.4051 -0.6480
Sb -6.188 1.581 1.756 1.1411 -0.2348 0.3653
H 3.310 -1.154 -4.171 -0.5134 -0.1416 0.3388
H 1.381 -2.601 -3.348 0.1939 0.3487 0.0577
H -3.000 3.054 -4.314 -0.2230 -0.5507 0.9794
H 0.600 0.147 3.661 0.2024 -0.5920 0.3899
H 2.904 1.245 -0.657 -0.1468 -0.5003 -0.4879
```
Forces are in eV/Å.

Properties
DFT total energy   -202330.854 eV
Charge   -1
<S²>   0.76
HOMO-LUMO gap (spin up / spin down)   7.133 / 5.560 eV
Highest occupied orbital energy (spin up / spin down)   -4.8 / -4.8 eV
2S+1   2

---

[5]
The following is a quantum chemistry calculation of 2 unconnected molecules or ions with the total composition Br3HOSi, from OMol25.

XYZ file:
```
6
Properties=species:S:1:pos:R:3:forces:R:3
Br 1.892 1.287 -0.152 0.1470 0.3449 0.5838
H -1.484 0.162 0.674 0.4370 -0.8555 0.3005
Br 1.200 -2.070 -0.249 0.2138 0.2633 1.1921
O -1.803 0.813 0.060 -0.4069 0.8347 -0.7807
Br -1.505 0.201 -1.636 -0.0928 0.0461 0.4168
Si 1.700 -0.394 1.303 -0.2980 -0.6335 -1.7125
```
Forces are in eV/Å.

Properties
DFT total energy   -220066.080 eV
<S²>   2.00
HOMO-LUMO gap (spin up / spin down)   7.115 / 6.166 eV
Highest occupied orbital energy (spin up / spin down)   -7.4 / -10.1 eV
2S+1   3

---

[6]
The following is a quantum chemistry calculation of a molecular structure, C6H10O2, from OMol25.

XYZ file:
```
18
Properties=species:S:1:pos:R:3:forces:R:3
C -0.129 -0.892 -0.711 0.8783 -1.5611 -2.5755
H 1.391 2.922 0.238 -2.3407 2.4226 -1.1509
C -2.304 -1.114 0.746 0.8490 -7.0638 2.7402
H -0.983 -2.669 -0.203 -2.0268 2.5387 -1.4083
H 3.221 2.485 -0.084 -3.4319 -0.3276 1.0280
H 1.921 0.833 -1.452 -0.4144 0.7368 -3.0440
H 2.056 -0.103 -0.281 3.1747 -2.2695 1.7107
H -3.267 -1.972 0.676 2.8996 1.7961 0.7267
O -0.475 1.037 0.609 -1.5028 1.2513 2.0253
C 2.051 2.168 0.319 6.4456 -2.5290 -4.4871
C 0.310 0.382 0.037 1.9280 0.1582 -4.4135
H -2.941 -0.333 0.764 -0.9666 3.4820 -0.2107
C -1.450 -1.550 -0.507 -1.3445 -1.1223 2.2521
H -2.268 -1.433 -1.345 2.4093 -0.8077 0.9365
C 1.746 0.854 -0.449 -3.9907 2.0294 3.8902
H -1.678 -1.304 1.947 -2.1434 0.7386 -3.9867
O 0.595 -1.372 -1.603 -0.9229 1.5005 2.0239
H 2.204 2.061 1.299 0.5000 -0.9731 3.9430
```
Forces are in eV/Å.

Properties
DFT total energy   -10474.259 eV
HOMO-LUMO gap   8.937 eV
Highest occupied orbital energy   -9.3 eV

---

[7]
The following is a quantum chemistry calculation of 3 unconnected molecules or ions with the total composition C5H10O2, from OMol25.

XYZ file:
```
17
Properties=species:S:1:pos:R:3:forces:R:3
C 2.422 1.116 -0.587 0.2505 0.2462 0.1560
H -2.405 -2.278 0.137 0.1339 0.0623 0.0770
C -1.392 0.919 -0.926 0.1291 -0.0083 -0.3323
H 2.987 1.685 -1.338 -0.1026 -0.0875 0.1031
H -0.820 1.146 -0.007 -0.0050 -0.0284 -0.1185
H -1.018 -1.608 2.823 -0.0167 0.0681 -0.1700
C -1.595 -1.781 0.649 0.2436 0.0028 -0.0916
C -0.360 -1.393 0.673 -0.2268 -0.1040 -0.1253
H 1.754 1.811 -0.056 0.0791 -0.1245 -0.0935
H -1.504 -0.024 2.063 0.0386 -0.1753 -0.0571
H 3.132 0.711 0.139 -0.0791 0.0742 -0.0957
H 0.994 0.372 -1.685 0.1288 -0.1034 0.0679
O -0.865 0.838 -2.011 -0.2553 0.0678 0.4756
O 1.730 0.025 -1.153 -0.1631 0.0480 -0.1878
H 0.599 -1.269 0.184 -0.2167 -0.0830 0.1074
H -2.481 0.784 -0.797 0.1125 0.0046 -0.0486
C -1.177 -1.057 1.892 -0.0510 0.1404 0.3334
```
Forces are in eV/Å.

Properties
DFT total energy   -9438.076 eV
SMILES string   C1=CC1.C=O.CO
HOMO-LUMO gap   10.192 eV
Highest occupied orbital energy   -9.6 eV

---

[8]
The following is a quantum chemistry calculation of 2 unconnected molecules or ions with the total composition C3H10NO2, from OMol25.

XYZ file:
```
16
Properties=species:S:1:pos:R:3:forces:R:3
H -2.201 1.309 0.595 -0.3927 1.2656 -0.8525
H -1.610 -1.045 0.213 -1.8052 -2.4160 0.8941
O 1.070 -0.837 -1.292 -0.1025 1.0685 2.8144
H -1.100 -0.480 -2.002 -1.4431 -0.9819 0.6192
C -1.271 0.931 0.954 -0.0985 -0.3981 1.2270
H 0.631 -1.740 0.589 -0.3596 1.4160 -0.6498
C -0.995 -0.278 -0.042 2.4252 3.2326 1.4836
H -0.558 0.669 -1.772 -1.5077 0.7545 1.8292
H 2.926 -0.305 0.824 -0.1482 -0.3738 0.1380
H 2.300 -0.334 -0.707 0.2328 0.2015 0.4903
H 0.879 -0.004 0.852 1.0286 0.2758 -1.0009
O 2.958 0.133 -0.018 1.3594 0.5903 -0.8491
H -0.438 1.709 1.071 -1.2174 -1.0955 -0.5738
C 0.552 -0.688 0.059 -2.5639 -2.8518 -1.5432
H -1.683 0.733 1.990 1.2401 -0.6601 -0.5424
N -1.459 0.227 -1.316 3.3525 -0.0278 -3.4838
```
Forces are in eV/Å.

Properties
DFT total energy   -8856.523 eV
Charge   -1
HOMO-LUMO gap   7.981 eV
Highest occupied orbital energy   -3.7 eV

---

Which formula does entry 7 have? C5H10O2

---

The lowest DFT total energy belongs to which entry? Br3HOSi